(1)
Entry from the OMol25 dataset: the molecule C2H3F3O at a distorted geometry (ωB97M-V/def2-TZVPD).

Structure (XYZ):
```
9
Properties=species:S:1:pos:R:3:lowdin_charge:R:1
F -2.5676 0.0966 -0.0559 -0.038
O -1.3093 0.6298 0.0994 -0.033
C -0.4541 -0.4491 -0.0024 -0.116
C 1.0274 0.2400 0.0426 -0.334
F 1.1210 0.8943 -1.0798 0.105
F 1.2117 1.1056 1.1340 0.032
H -0.3776 -0.9434 -1.0517 0.162
H -0.4114 -1.1348 0.8097 0.110
H 1.7598 -0.4391 0.1040 0.111
```

Output
Energy above the lowest of the compared OMol25 structures with the same formula, charge and spin: 4.621 eV
HOMO-LUMO gap: 12.2 eV
HOMO: -11.35 eV
Net charge: 0
Lowest unoccupied orbital energy: 0.0316 Eh
2S+1: 1


(2)
Entry from the OMol25 dataset: a cluster of 2 separate species, C3H9NO2 in total at a distorted geometry (ωB97M-V/def2-TZVPD).

Structure (XYZ):
```
15
Properties=species:S:1:pos:R:3:lowdin_charge:R:1
C -1.4515 -0.5549 -0.7740 -0.019
C -0.5528 -1.5959 -1.3811 -0.567
N 0.1199 -1.3402 -2.5667 0.130
O -0.2307 -2.6373 -0.8321 0.030
H -1.3803 -0.4997 0.3330 0.086
H -2.5271 -0.6917 -0.9258 0.083
H -1.2339 0.4729 -1.1297 0.082
H 0.8891 -1.9321 -2.8138 0.096
H -0.1799 -0.6746 -3.2601 0.091
C 1.3755 1.7127 2.5109 -0.128
O 0.0841 1.4496 1.9236 -0.153
H 2.1251 1.1399 1.9551 0.079
H 1.4713 2.7851 2.4185 0.073
H 1.3717 1.2941 3.5065 0.072
H 0.1196 1.0722 1.0357 0.045
```

Output
Energy above the lowest of the compared OMol25 structures with the same formula, charge and spin: 1.333 eV
HOMO-LUMO gap: 10.6 eV
HOMO: -9.90 eV
Net charge: 0
Lowest unoccupied orbital energy: 0.0257 Eh
2S+1: 1


(3)
Entry from the OMol25 dataset: the ion C7H9O2 with charge +1 at a distorted geometry (ωB97M-V/def2-TZVPD).

Structure (XYZ):
```
18
Properties=species:S:1:pos:R:3:lowdin_spin:R:1
C -1.9014 2.0283 -1.6234 0.102
C -0.4619 1.8764 -1.0446 0.148
C -0.4780 0.7388 1.2974 0.043
C -1.3621 -0.0350 0.4750 0.053
C 1.0008 -0.0882 -0.5371 0.522
C -0.1623 0.6421 -0.2140 0.156
C 1.4129 -1.3813 -0.1709 0.109
O 0.3907 2.7104 -1.2735 0.455
O -2.5717 1.1051 -1.9763 0.263
H -2.2875 3.0331 -1.8381 0.039
H -0.9099 1.6289 1.6272 0.009
H 0.2715 0.2845 1.8570 0.000
H -1.6790 -1.0141 0.5357 0.002
H -2.3544 0.5799 0.3696 0.002
H 1.7200 0.2608 -1.2230 0.024
H 1.7293 -1.9357 -1.0553 0.021
H 0.7777 -2.0185 0.4522 0.001
H 2.3977 -1.2520 0.4872 0.051
```

Output
⟨S²⟩: 2.0194
Energy above the lowest of the compared OMol25 structures with the same formula, charge and spin: 0.304 eV
HOMO-LUMO gap (spin up / spin down): 4.6 / 6.8 eV
HOMO (spin up / spin down): -11.38 / -16.06 eV
Net charge: +1
Lowest unoccupied orbital energy (spin up / spin down): -0.2500 / -0.3405 Eh
2S+1: 3


(4)
Entry from the OMol25 dataset: a structure of composition C29H23Cl5F3N2O7S2Sc at a distorted geometry (ωB97M-V/def2-TZVPD).

Structure (XYZ):
```
72
Properties=species:S:1:pos:R:3:lowdin_spin:R:1
Sc 0.2083 -0.8547 0.3490 -0.022
C 3.8021 2.9543 -1.2414 0.000
C 3.9953 1.5419 -0.6714 0.000
C 3.7219 0.5089 -1.7626 0.000
C 3.0968 1.3883 0.5388 0.001
C 1.7068 1.2781 0.4018 0.001
C 0.8752 1.3811 1.5329 0.001
C 1.4258 1.4882 2.8103 0.000
C 0.5120 1.5371 4.0013 0.000
C 2.8040 1.5274 2.9373 0.001
C 3.6231 1.5023 1.8159 0.000
H 4.4878 3.1265 -2.0723 0.000
H 3.9790 3.7105 -0.4748 0.000
H 2.7810 3.0687 -1.6096 0.000
H 5.0315 1.4376 -0.3352 0.000
H 2.7392 0.6695 -2.2063 0.000
H 3.7570 -0.5041 -1.3663 0.000
H 4.4612 0.5970 -2.5593 0.000
H 1.2644 1.2293 -0.5954 0.002
H -0.2007 1.4546 1.4487 0.000
H 0.9835 2.0432 4.8431 0.000
H 0.2653 0.5148 4.2984 0.000
H -0.4223 2.0370 3.7473 0.000
H 3.2522 1.6001 3.9217 0.000
H 4.6970 1.5831 1.9401 0.000
Cl 1.2159 -2.0846 -1.7090 0.000
C 1.1940 -1.1326 -3.2807 0.027
C 0.4854 0.1504 -3.4314 0.018
C -0.1985 0.4384 -2.2860 0.125
Cl -0.8435 0.4015 -1.1081 0.004
C 0.6809 0.5743 -4.7462 0.018
Cl 0.0695 2.0461 -5.3837 0.005
C 1.4581 -0.3836 -5.4015 0.020
Cl 1.9687 -0.3152 -7.0387 0.005
C 1.7619 -1.4355 -4.5017 0.015
Cl 2.7098 -2.8210 -4.8708 0.003
F 4.1426 -3.6405 1.5398 0.000
C 3.3877 -2.5646 1.7494 0.000
F 3.9656 -1.8376 2.7106 0.000
F 3.4274 -1.8242 0.6199 0.000
S 1.5833 -2.9034 2.0924 0.000
O 1.2224 -3.7390 0.9868 0.000
O 1.5755 -3.4113 3.4226 0.000
O 1.1420 -1.4495 1.9393 -0.001
O -2.9049 -1.0947 -1.1189 0.020
N -1.7943 -0.4320 -1.0356 0.054
C -3.6074 -0.0304 -1.9838 0.219
C -3.5838 1.3998 -1.9625 0.031
C -3.0038 2.6243 -1.2798 0.247
C -1.8082 2.7863 -0.4817 0.041
C -1.1658 1.6287 -0.6239 0.138
H -4.2037 -0.5724 -2.6982 0.012
H -4.3018 1.7128 -2.7157 -0.002
H -3.5965 3.5213 -1.4535 0.016
H -1.5174 3.6828 0.0406 -0.002
H 0.1237 0.4515 -0.6142 0.000
O -2.7507 1.2863 1.8129 0.004
C -2.6375 0.0839 1.7792 0.001
N -1.4609 -0.6126 1.9121 0.000
S -1.6684 -2.2041 1.7208 0.000
O -1.0987 -2.4891 0.3724 0.000
O -1.2022 -3.0293 2.7863 0.000
C -3.4428 -2.1808 1.6046 0.000
C -4.3656 -3.1985 1.4965 0.000
C -5.7041 -2.8414 1.3898 0.000
C -6.0837 -1.5029 1.3721 0.001
C -5.1400 -0.4906 1.4905 0.001
C -3.8131 -0.8466 1.6270 0.000
H -4.0542 -4.2343 1.4960 0.000
H -6.4614 -3.6111 1.3220 0.000
H -7.1307 -1.2506 1.2651 0.000
H -5.4176 0.5547 1.4852 0.000
```

Output
⟨S²⟩: 0.7971
Energy above the lowest of the compared OMol25 structures with the same formula, charge and spin: 32.722 eV
HOMO-LUMO gap (spin up / spin down): 5.5 / 5.9 eV
HOMO (spin up / spin down): -3.39 / -4.03 eV
Net charge: -1
Lowest unoccupied orbital energy (spin up / spin down): 0.0786 / 0.0700 Eh
2S+1: 2


(5)
Entry from the OMol25 dataset: a structure of composition C4H8IN2 at a distorted geometry (ωB97M-V/def2-TZVPD).

Structure (XYZ):
```
15
Properties=species:S:1:pos:R:3:lowdin_spin:R:1
C -0.1570 -1.8057 0.2416 0.103
C -0.0251 0.4515 0.4765 0.044
C 0.9295 0.0439 -0.6033 0.406
C -0.9359 1.5339 0.0329 0.009
N -0.7111 -0.7952 0.9149 0.062
N 0.6949 -1.3538 -0.6958 0.005
I 3.0222 0.4821 -0.0707 1.316
H -0.3620 -2.7886 0.3373 0.009
H 0.5714 0.6727 1.3155 0.022
H 0.7131 0.7447 -1.7737 0.017
H -0.4973 2.4179 -0.0791 0.001
H -1.7691 1.6522 0.6993 0.000
H -1.3262 1.3769 -0.9804 0.002
H -1.4120 -0.7368 1.5564 0.002
H 1.2645 -1.8957 -1.3714 0.002
```

Output
⟨S²⟩: 2.0105
Energy above the lowest of the compared OMol25 structures with the same formula, charge and spin: 0.766 eV
HOMO-LUMO gap (spin up / spin down): 6.4 / 6.3 eV
HOMO (spin up / spin down): -9.93 / -13.87 eV
Net charge: +1
Lowest unoccupied orbital energy (spin up / spin down): -0.1313 / -0.2778 Eh
2S+1: 3


(6)
Entry from the OMol25 dataset: a cluster of 2 separate species, C4H13N2O2 in total at a distorted geometry (ωB97M-V/def2-TZVPD).

Structure (XYZ):
```
21
Properties=species:S:1:pos:R:3:lowdin_charge:R:1
C -0.4287 0.8723 0.7514 -0.280
N -0.1253 -0.2862 1.7480 -0.069
C -1.4810 -0.9706 2.0404 -0.455
O -1.7557 -1.8926 1.0633 -0.345
C 0.8442 1.3245 0.1537 -0.247
N 0.7718 1.1030 -1.4042 -0.107
C 2.0901 0.6592 -1.9556 -0.182
H -1.2078 0.5340 -0.1446 0.143
H -1.0006 1.5736 1.3054 0.068
H 0.3918 -1.0135 1.1788 0.098
H -1.3997 -1.4228 3.0569 0.067
H -2.3932 -0.1547 2.0420 0.113
H 1.0094 2.4215 0.4596 0.108
H 1.6789 0.8472 0.7326 0.099
H 0.1125 0.3494 -1.5398 0.038
H 1.9596 0.3692 -3.0010 0.047
H 2.9827 1.4228 -1.9161 0.089
H 2.4337 -0.3021 -1.4637 0.072
H -1.3344 -2.1356 -0.2733 0.012
H -1.9968 -1.3852 -1.4698 0.007
O -1.1513 -1.9134 -1.3639 -0.274
```

Output
Energy above the lowest of the compared OMol25 structures with the same formula, charge and spin: 2.204 eV
HOMO-LUMO gap: 7.5 eV
HOMO: -3.67 eV
Net charge: -1
Lowest unoccupied orbital energy: 0.1421 Eh
2S+1: 1